[1]
Density functional theory data (the ωB97M-V functional and the def2-TZVPD basis) for a molecular structure, H3OPS2 in a non-equilibrium geometry.

The geometry in XYZ format:
```
7
Properties=species:S:1:pos:R:3:mulliken_charge:R:1
O -2.04 -0.62 0.03 -0.175
P -1.11 0.65 -0.25 0.097
S -4.75 0.58 -0.09 -0.192
S -3.66 -0.95 0.20 0.278
H 0.93 -0.28 -1.45 -0.051
H -1.95 1.78 -0.20 -0.018
H 1.39 -0.21 -0.78 0.061
```

Computed properties:
**HOMO-LUMO gap (spin up / spin down)**: 0.28492 / 0.23714 hartree
**Maximum force**: 0.04364 Eh/bohr



[2]
Density functional theory data (the ωB97M-V functional and the def2-TZVPD basis) for 9 unconnected molecules or ions with the total composition C6H29NO8 in a non-equilibrium geometry.

The geometry in XYZ format:
```
44
Properties=species:S:1:pos:R:3:mulliken_charge:R:1
C -0.25 2.29 -1.35 -1.101
C -0.98 0.97 -1.65 0.124
N -1.61 0.42 -0.45 0.072
C -3.08 0.73 -0.53 -0.944
C -3.70 -0.57 -1.11 -0.479
C -2.92 -1.58 -0.32 -0.611
C -1.50 -1.05 -0.27 -0.422
H -1.01 3.07 -1.19 0.384
H 0.29 2.48 -2.28 0.447
H 0.33 2.27 -0.43 -0.230
H -1.67 1.17 -2.47 0.372
H -0.20 0.28 -1.97 0.014
H -3.24 1.58 -1.17 0.446
H -3.41 1.05 0.46 0.384
H -4.77 -0.63 -0.88 0.367
H -3.69 -0.47 -2.20 0.163
H -2.94 -2.63 -0.64 0.381
H -3.37 -1.52 0.67 0.279
H -0.94 -1.31 0.63 0.071
H -0.91 -1.43 -1.12 0.309
O 2.92 2.76 0.68 -0.593
H 3.50 2.03 0.91 0.287
H 2.89 3.34 1.45 0.290
O 0.29 3.42 1.99 -0.570
H -0.03 4.28 2.25 0.266
H -0.12 3.06 1.21 0.332
O 1.27 -3.72 2.55 -0.652
H 0.53 -3.45 2.00 0.323
H 1.64 -2.85 2.76 0.339
O 1.03 0.81 4.70 -0.613
H 0.33 0.36 4.23 0.287
H 1.82 0.64 4.20 0.301
O -1.06 -2.17 -3.68 -0.584
H -0.44 -1.72 -4.25 0.280
H -1.91 -1.81 -3.87 0.286
O 2.95 -0.43 -0.14 -0.638
H 2.66 -1.07 -0.79 0.248
H 2.92 0.45 -0.52 0.315
O 1.60 -0.09 2.16 -0.312
H 0.91 -0.03 1.49 0.195
H 2.42 -0.11 1.64 0.212
O 2.00 -1.87 -2.95 -0.527
H 2.80 -2.30 -3.27 0.278
H 1.41 -1.93 -3.71 0.224
```

Computed properties:
**SMILES string**: CCN1CCCC1.O.O.O.O.O.O.O.O
**HOMO-LUMO gap**: 0.31762 hartree
**Maximum force**: 0.03707 Eh/bohr



[3]
Density functional theory data (the ωB97M-V functional and the def2-TZVPD basis) for a molecular structure, C30H25AgN4O2S2.

The geometry in XYZ format:
```
64
Properties=species:S:1:pos:R:3:mulliken_charge:R:1
Ag -0.78 -0.04 -2.57 -0.474
C 0.23 0.01 -0.77 -0.070
C 0.71 0.03 0.36 -0.898
C 1.37 0.20 1.62 0.866
C 2.23 1.34 1.76 0.310
C 3.25 1.48 2.75 -0.100
C 4.07 2.59 2.80 -0.838
C 3.96 3.64 1.89 -0.603
C 2.99 3.51 0.89 -0.461
C 2.16 2.41 0.82 -0.672
C 1.17 -0.82 2.62 0.625
C 0.69 -2.10 2.25 -0.623
C 0.44 -3.10 3.18 -0.495
C 0.66 -2.89 4.54 -0.497
C 1.11 -1.64 4.94 -0.609
C 1.36 -0.63 4.02 -0.508
H 3.43 0.68 3.45 0.462
H 4.84 2.63 3.57 0.302
H 4.60 4.51 1.94 0.337
H 2.87 4.29 0.15 0.362
H 1.44 2.32 0.02 0.352
H 0.50 -2.29 1.20 0.367
H 0.07 -4.06 2.83 0.340
H 0.46 -3.68 5.27 0.349
H 1.25 -1.42 5.99 0.339
H 1.64 0.34 4.39 0.534
C 4.62 0.00 0.05 -1.347
C 3.84 -0.07 -1.23 0.883
C 3.53 1.07 -1.95 -0.225
C 2.71 0.97 -3.07 -0.403
N 2.19 -0.17 -3.50 -0.587
C 2.52 -1.27 -2.82 -0.327
C 3.33 -1.27 -1.70 -0.254
H 4.93 1.02 0.28 0.192
H 5.51 -0.63 0.00 0.513
H 4.01 -0.35 0.88 0.159
H 3.86 2.05 -1.62 0.336
H 2.40 1.86 -3.59 0.323
H 2.04 -2.19 -3.14 0.358
H 3.50 -2.19 -1.16 0.323
N -4.23 -0.05 2.80 -0.635
C -4.33 -0.47 1.47 0.895
C -3.30 -1.20 0.89 -0.321
C -3.40 -1.63 -0.42 -0.738
C -4.54 -1.34 -1.17 -0.067
C -5.57 -0.61 -0.60 -0.388
C -5.47 -0.18 0.71 -0.559
S -4.58 -1.88 -2.85 1.236
O -5.78 -1.33 -3.45 -0.723
O -4.45 -3.32 -2.83 -0.747
N -3.25 -1.27 -3.47 -0.540
C -3.24 -0.10 -4.11 0.747
S -4.63 0.74 -4.81 -0.087
C -3.57 1.97 -5.43 -0.279
C -2.29 1.68 -5.09 -0.587
N -2.09 0.55 -4.35 -0.377
H -3.28 -0.07 3.15 0.259
H -4.67 0.84 2.98 0.214
H -2.39 -1.40 1.44 0.132
H -2.57 -2.17 -0.85 0.458
H -6.44 -0.37 -1.20 0.443
H -6.28 0.39 1.16 0.290
H -3.93 2.81 -5.99 0.344
H -1.43 2.28 -5.36 0.390
```

Computed properties:
**Net charge**: -2
**HOMO-LUMO gap**: 0.15421 hartree
**Maximum force**: 0.01512 Eh/bohr



[4]
Density functional theory data (the ωB97M-V functional and the def2-TZVPD basis) for a molecular structure, C46H41N4OP2Pb.

The geometry in XYZ format:
```
95
Properties=species:S:1:pos:R:3:mulliken_charge:R:1
Pb 0.71 0.41 -3.18 1.082
C 2.04 4.44 -1.17 -1.706
C 1.95 3.05 -1.71 1.165
N 0.83 2.47 -1.99 0.446
N -0.32 3.12 -1.73 -0.806
C -1.39 2.41 -2.07 0.477
O -1.39 1.28 -2.66 -0.701
C -2.70 2.98 -1.66 -0.133
C -3.68 2.13 -1.17 0.290
C -4.90 2.64 -0.76 -0.741
C -5.14 4.01 -0.85 -0.507
C -4.16 4.86 -1.34 -0.730
C -2.93 4.35 -1.73 -0.054
C 3.18 2.27 -1.95 0.425
C 4.44 2.80 -1.70 -0.870
C 5.56 2.04 -1.97 -0.359
C 5.41 0.76 -2.49 -0.736
C 4.13 0.30 -2.71 -0.351
N 3.05 1.03 -2.44 -0.180
H 1.04 4.86 -1.09 0.337
H 2.64 5.06 -1.83 0.408
H 2.51 4.44 -0.18 0.311
H -3.48 1.06 -1.12 0.146
H -5.66 1.98 -0.37 0.453
H -6.10 4.40 -0.55 0.413
H -4.36 5.92 -1.41 0.410
H -2.15 5.01 -2.10 0.423
H 4.54 3.79 -1.29 0.360
H 6.55 2.44 -1.79 0.447
H 6.27 0.13 -2.72 0.463
H 3.95 -0.69 -3.11 0.462
C 1.10 -1.95 0.25 -1.827
N 0.40 -2.07 1.49 0.273
C -0.03 -0.91 2.25 -2.480
P -0.08 0.72 1.33 1.462
C 1.58 1.40 1.78 0.735
C 2.57 1.41 0.80 0.722
C 3.85 1.86 1.07 -0.928
C 4.16 2.32 2.34 -1.024
C 3.19 2.33 3.33 -0.930
C 1.91 1.87 3.06 -0.901
C -1.21 1.63 2.45 0.617
C -1.82 2.77 1.92 -0.737
C -2.69 3.53 2.68 -0.657
C -2.97 3.17 3.99 -0.586
C -2.37 2.04 4.53 -0.853
C -1.50 1.27 3.77 -0.465
C 0.20 -3.34 2.04 1.386
C 0.30 -4.50 1.26 -0.305
C 0.12 -5.75 1.82 -0.989
C -0.20 -5.89 3.16 -0.559
C -0.34 -4.75 3.94 -0.770
C -0.15 -3.49 3.39 -0.553
P 0.12 -1.64 -1.36 0.990
C -1.67 -1.81 -1.13 1.048
C -2.44 -1.55 -2.27 -0.975
C -3.82 -1.69 -2.24 -0.766
C -4.45 -2.08 -1.06 -0.750
C -3.69 -2.33 0.07 -0.613
C -2.31 -2.20 0.04 0.079
C 0.61 -3.11 -2.34 0.620
C -0.30 -4.01 -2.90 -0.447
C 0.16 -5.11 -3.61 -0.795
C 1.52 -5.33 -3.76 -0.575
C 2.43 -4.44 -3.21 -0.866
C 1.98 -3.33 -2.51 -0.618
H 1.64 -2.87 0.07 1.541
H 1.83 -1.14 0.29 0.037
H 0.59 -0.79 3.15 1.052
H -1.07 -1.07 2.58 1.033
H 2.32 1.07 -0.20 0.046
H 4.61 1.86 0.30 0.530
H 5.16 2.68 2.57 0.427
H 3.42 2.69 4.32 0.433
H 1.16 1.90 3.83 0.446
H -1.63 3.05 0.89 0.443
H -3.16 4.41 2.25 0.468
H -3.66 3.76 4.59 0.396
H -2.58 1.74 5.55 0.431
H -1.05 0.40 4.22 0.454
H 0.50 -4.44 0.19 0.102
H 0.21 -6.63 1.19 0.423
H -0.35 -6.87 3.59 0.402
H -0.60 -4.83 4.98 0.404
H -0.26 -2.63 4.03 0.423
H -1.97 -1.25 -3.19 0.292
H -4.40 -1.49 -3.13 0.482
H -5.52 -2.18 -1.03 0.406
H -4.18 -2.64 0.99 0.481
H -1.75 -2.42 0.94 0.081
H -1.36 -3.86 -2.78 0.381
H -0.55 -5.80 -4.04 0.446
H 1.88 -6.20 -4.30 0.406
H 3.50 -4.61 -3.33 0.450
H 2.70 -2.63 -2.10 0.475
```

Computed properties:
**Net charge**: +1
**HOMO-LUMO gap**: 0.24298 hartree
**Maximum force**: 0.01387 Eh/bohr



[5]
Density functional theory data (the ωB97M-V functional and the def2-TZVPD basis) for a molecular structure, C14H22CdNO5P in a non-equilibrium geometry.

The geometry in XYZ format:
```
44
Properties=species:S:1:pos:R:3:mulliken_charge:R:1
C 2.38 -3.44 -0.04 -1.239
C 1.88 -2.48 0.96 0.902
C 0.77 -2.84 1.85 -1.367
C 2.53 -1.22 1.02 -0.618
C 2.66 -0.34 -0.18 0.062
C 2.51 1.14 0.17 -0.806
C 1.66 2.03 -0.74 0.604
C 1.47 3.41 -0.06 -1.454
C 0.31 1.45 -1.21 -1.450
C -0.52 0.80 -0.10 1.940
C -1.57 -0.11 -0.64 0.094
C -2.90 -0.04 -0.68 -0.053
P -4.02 1.21 -0.03 1.310
N -5.29 0.64 0.62 -0.806
O -4.26 2.27 -1.17 -0.524
O -3.14 2.07 0.99 -0.627
C -3.37 -1.27 -1.41 -0.076
O -4.40 -1.82 -1.42 -0.376
O -2.21 -1.80 -2.05 -0.314
C -1.17 -1.38 -1.30 -0.111
O -0.14 -1.98 -1.14 -0.401
H 1.70 -4.28 -0.13 0.423
H 3.38 -3.76 0.26 0.401
H 2.45 -2.93 -1.00 0.382
H 0.38 -3.82 1.59 0.412
H -0.04 -2.13 1.78 0.256
H 1.11 -2.86 2.89 0.368
H 3.05 -0.91 1.93 0.689
H 1.97 -0.71 -0.93 0.318
H 3.69 -0.49 -0.54 0.617
H 2.24 1.07 1.23 -0.233
H 3.50 1.60 0.19 0.365
H 2.26 2.19 -1.63 0.473
H 0.42 3.64 0.11 0.398
H 2.02 3.46 0.88 0.291
H 1.90 4.20 -0.67 0.363
H 0.48 0.76 -2.03 0.543
H -0.29 2.28 -1.58 0.523
H -1.01 1.56 0.52 0.895
H 0.09 0.17 0.56 -1.692
H -5.36 -0.37 0.58 0.265
H -4.47 1.85 -2.02 0.376
H -3.72 2.19 1.76 0.341
Cd 1.04 1.01 2.79 0.537
```

Computed properties:
**Net charge**: +2
**HOMO-LUMO gap**: 0.11916 hartree
**Maximum force**: 0.03956 Eh/bohr



[6]
Density functional theory data (the ωB97M-V functional and the def2-TZVPD basis) for 2 unconnected molecules or ions with the total composition C2H6N2O2 in a non-equilibrium geometry.

The geometry in XYZ format:
```
12
Properties=species:S:1:pos:R:3:mulliken_spin:R:1
C -1.90 0.96 0.17 0.737
N -2.89 0.30 -0.64 -0.004
O -0.65 0.95 -0.14 0.191
H -2.22 1.66 0.95 0.027
H -2.73 0.37 -1.63 0.034
H -3.24 -0.57 -0.27 0.014
C 2.60 -1.10 -0.01 0.001
N 1.84 -0.18 0.64 0.001
O 3.59 -1.64 0.45 -0.002
H 2.18 -1.33 -1.00 -0.002
H 2.26 0.31 1.41 0.000
H 1.14 0.28 0.06 0.003
```

Computed properties:
**Net charge**: -1
**2S+1**: 2
**HOMO-LUMO gap (spin up / spin down)**: 0.13978 / 0.28210 hartree
**Maximum force**: 0.03644 Eh/bohr



[7]
Density functional theory data (the ωB97M-V functional and the def2-TZVPD basis) for C6H12O in the gas phase.

The geometry in XYZ format:
```
19
Properties=species:S:1:pos:R:3:mulliken_charge:R:1
C -1.26 2.25 0.88 -1.105
C -0.21 1.85 -0.15 -0.319
O 0.04 0.52 0.23 -0.251
C 1.15 -0.23 -0.13 -0.112
C 1.26 -1.40 0.80 -0.706
C 0.81 -1.61 -0.63 0.057
C -0.63 -1.90 -0.96 -1.212
H -0.80 2.24 1.87 0.263
H -2.03 1.48 0.87 0.263
H -1.72 3.22 0.69 0.392
H 0.69 2.47 -0.09 0.314
H -0.61 1.93 -1.18 0.276
H 2.03 0.31 -0.48 0.432
H 0.49 -1.40 1.56 0.222
H 2.24 -1.75 1.12 0.278
H 1.55 -2.09 -1.27 0.345
H -0.84 -1.68 -2.01 0.292
H -0.90 -2.95 -0.77 0.345
H -1.28 -1.26 -0.35 0.227
```

Computed properties:
**SMILES string**: CCO[C@H]1C[C@H]1C
**HOMO-LUMO gap**: 0.37068 hartree
**Maximum force**: 0.00575 Eh/bohr



[8]
Density functional theory data (the ωB97M-V functional and the def2-TZVPD basis) for 2 unconnected molecules or ions with the total composition C10H20Si in a non-equilibrium geometry.

The geometry in XYZ format:
```
31
Properties=species:S:1:pos:R:3:mulliken_charge:R:1
C 0.37 -2.43 -1.63 -0.748
Si 0.46 -2.14 0.07 0.177
C 1.89 -2.37 1.28 -1.170
C -1.16 -1.40 0.79 -0.873
C -1.67 -0.15 -0.06 -0.949
C -2.91 0.62 0.48 -0.395
C -3.39 1.59 -0.63 -1.486
H -0.61 -2.62 -2.09 0.238
H 1.24 -2.53 -2.33 0.303
H 2.75 -1.99 0.88 0.371
H 1.77 -1.96 2.28 0.378
H 2.10 -3.38 1.59 0.411
H -2.03 -2.09 0.59 0.396
H -1.18 -1.16 1.83 0.542
H -1.89 -0.53 -0.97 0.607
H -0.77 0.37 -0.30 0.338
H -3.81 0.11 0.72 0.362
H -2.43 1.09 1.38 0.271
H -4.22 2.18 -0.14 0.315
H -2.63 2.17 -1.00 0.433
H -3.72 1.16 -1.47 0.461
C 2.47 0.95 -1.46 -0.825
C 2.26 1.64 -0.18 0.326
C 2.06 2.76 0.46 -0.509
C 2.01 1.52 1.31 -0.308
H 3.39 0.53 -1.44 0.337
H 2.25 1.56 -2.32 0.301
H 1.62 0.29 -1.68 0.029
H 1.90 3.78 0.40 0.420
H 0.98 1.25 1.54 0.085
H 2.90 1.17 2.09 0.162
```

Computed properties:
**SMILES string**: C=[Si](C)CCCC.CC1=CC1
**HOMO-LUMO gap**: 0.32128 hartree
**Maximum force**: 0.10175 Eh/bohr



[9]
Density functional theory data (the ωB97M-V functional and the def2-TZVPD basis) for 3 unconnected molecules or ions with the total composition C3H12NO2 in a non-equilibrium geometry.

The geometry in XYZ format:
```
18
Properties=species:S:1:pos:R:3:mulliken_charge:R:1
C -0.02 -1.39 -1.67 -1.119
C -1.30 -0.77 -1.06 -0.398
C -1.81 0.91 0.61 -0.188
N -1.03 -0.17 0.23 0.053
H -0.32 -2.03 -2.46 0.390
H 0.73 -0.70 -2.13 0.285
H 0.28 -2.04 -0.87 0.341
H -1.66 0.06 -1.61 0.358
H -2.13 -1.44 -1.13 0.347
H -1.33 1.61 1.31 0.303
H -2.67 1.25 0.03 0.324
H -0.34 -0.52 0.83 0.282
H 1.42 1.52 1.94 0.336
H 1.05 0.34 2.87 0.292
O 0.70 0.93 2.21 -0.625
H 3.05 0.21 0.63 0.327
H 2.96 1.46 -0.03 0.308
O 2.40 0.79 0.28 -0.617
```

Computed properties:
**Net charge**: +1
**HOMO-LUMO gap**: 0.35028 hartree
**Maximum force**: 0.14998 Eh/bohr



[10]
Density functional theory data (the ωB97M-V functional and the def2-TZVPD basis) for C13H22N2O2Si in the gas phase in a non-equilibrium geometry.

The geometry in XYZ format:
```
40
Properties=species:S:1:pos:R:3:mulliken_charge:R:1
C -0.89 -2.61 0.17 -1.915
C 0.02 -2.94 -0.96 2.266
C 0.69 -4.29 -0.64 -1.988
C -0.74 -3.00 -2.18 -2.092
Si 1.30 -1.58 -1.06 0.695
C 1.94 -1.06 0.61 -1.166
C 2.72 -2.15 -2.17 -1.259
O 0.47 -0.31 -1.83 -0.299
N 0.73 0.88 -1.17 -0.159
C -0.21 1.48 -0.29 0.436
O -1.16 0.83 0.17 -0.608
N -0.01 2.79 0.10 -0.127
C -0.84 3.47 0.96 0.691
C -1.96 2.94 1.62 -0.545
C -2.64 3.68 2.59 -0.343
C -2.28 4.99 2.91 -0.866
C -1.20 5.49 2.12 -0.317
C -0.46 4.77 1.22 -0.714
H -1.43 -1.66 0.09 0.309
H -1.64 -3.33 0.29 0.550
H -0.38 -2.61 1.13 0.384
H 1.27 -4.68 -1.45 0.467
H 1.36 -4.32 0.19 0.374
H -0.09 -5.09 -0.49 0.411
H -0.05 -3.41 -2.96 0.412
H -1.27 -2.09 -2.39 0.407
H -1.43 -3.86 -2.04 0.493
H 1.47 -0.21 0.98 0.330
H 1.65 -1.77 1.41 0.354
H 3.03 -0.88 0.73 0.369
H 2.28 -1.72 -3.01 0.300
H 2.84 -3.22 -2.21 0.307
H 3.64 -1.73 -1.86 0.391
H 1.43 1.45 -1.62 0.180
H 0.86 3.29 -0.05 0.250
H -2.38 2.06 1.30 0.619
H -3.39 3.14 3.16 0.343
H -2.81 5.49 3.65 0.459
H -0.82 6.52 2.21 0.292
H 0.36 5.25 0.74 0.311
```

Computed properties:
**SMILES string**: CC(C)(C)[Si](C)(C)ONC(=O)Nc1ccccc1
**HOMO-LUMO gap**: 0.32463 hartree
**Maximum force**: 0.06941 Eh/bohr



[11]
Density functional theory data (the ωB97M-V functional and the def2-TZVPD basis) for 2 unconnected molecules or ions with the total composition C3H7O3 in a non-equilibrium geometry.

The geometry in XYZ format:
```
13
Properties=species:S:1:pos:R:3:mulliken_charge:R:1
C 2.39 0.84 -0.07 -1.010
C 1.05 0.08 -0.18 0.687
O 0.12 0.81 0.30 -0.803
O 0.94 -0.99 -0.80 -0.702
H 2.26 1.90 0.12 0.296
H 2.97 0.84 -1.01 0.260
H 2.97 0.51 0.79 0.230
C -2.24 -0.94 -0.10 -0.463
O -2.25 -0.19 1.12 -0.572
H -1.48 0.45 1.12 0.458
H -1.83 -1.91 0.05 0.213
H -3.26 -0.97 -0.50 0.217
H -1.61 -0.43 -0.82 0.188
```

Computed properties:
**Net charge**: -1
**HOMO-LUMO gap**: 0.31852 hartree
**Maximum force**: 0.04242 Eh/bohr